Entry 1
ORCA calculation (ωB97M-V with the def2-TZVPD basis set) on the molecule C17H18O5.

Geometry as ORCA input:
```
! RIJCOSX wB97M-V def2-TZVPD def2/J DEFGRID3
* xyz 0 1
O -4.505 -1.012 -4.274
O 3.711 -2.063 1.339
O -2.720 0.252 -1.466
O -2.798 0.797 0.921
O 2.897 -1.069 3.360
C -3.598 -0.398 -3.722
C 3.223 -1.085 1.968
C -3.292 0.642 -0.347
C -4.643 0.672 -0.457
C -4.953 0.233 -1.730
C -3.766 -0.047 -2.324
C -0.815 -0.552 0.505
C -0.779 1.621 1.565
C 0.508 -0.695 0.778
C 0.632 1.568 1.723
C -1.509 0.555 1.044
C 1.294 0.397 1.323
C 3.078 -2.279 4.093
C -2.152 -0.425 -4.385
C 2.850 1.556 -0.945
C 2.823 0.253 1.289
C 3.408 0.329 -0.162
H -5.355 0.850 0.333
H -5.943 0.129 -2.286
H -1.331 -1.325 -0.040
H -1.365 2.483 1.913
H 1.008 -1.668 0.598
H 0.969 2.377 2.168
H 2.704 -3.141 3.622
H 2.562 -2.271 5.014
H 4.140 -2.438 4.184
H -1.663 -1.452 -4.211
H -1.376 0.183 -3.783
H -2.191 -0.054 -5.410
H 3.720 2.035 -1.498
H 2.649 2.438 -0.292
H 1.903 1.331 -1.474
H 3.064 1.150 1.907
H 3.224 -0.538 -0.764
H 4.387 0.659 -0.077
*
```

**SMILES string**: CC[C@H](C(=O)OC)c1ccc(Oc2ccc(C(C)=O)o2)cc1



Entry 2
ORCA calculation (ωB97M-V with the def2-TZVPD basis set) on a structure of composition C17H18O5.

Geometry as ORCA input:
```
! RIJCOSX wB97M-V def2-TZVPD def2/J DEFGRID3
* xyz 0 1
C -3.236 2.176 -0.480
C -2.127 1.602 -1.260
O -0.873 1.715 -0.595
C -0.533 1.004 0.373
C -1.443 0.011 0.684
C -0.821 -0.802 1.805
C 0.415 -0.455 2.580
C 1.075 0.405 1.962
C 0.747 1.251 0.898
O 1.603 2.250 0.773
C 1.972 2.718 -0.617
C 2.614 1.902 -1.706
O 1.520 1.198 -2.330
C 1.371 -0.192 -1.849
C 1.797 -0.853 -0.925
C 1.451 -1.987 -0.408
C 0.190 -2.509 -1.042
C -0.247 -1.826 -2.144
C 0.204 -0.832 -2.583
H -0.077 -0.100 -3.317
H -1.155 -2.297 -2.841
H 0.087 -3.532 -0.836
H 1.918 -2.696 0.346
H 2.889 -0.424 -0.187
H 3.295 1.178 -1.257
H 3.018 2.497 -2.241
H 2.289 3.838 -0.292
H 0.913 2.963 -1.025
H 2.137 0.755 2.630
H 0.645 -1.261 3.363
C -1.585 -2.189 2.077
O -1.398 -2.865 2.900
O -2.721 -2.287 1.435
H -3.290 -2.937 1.718
H -2.176 -0.229 0.240
H -2.026 0.481 -1.644
H -2.025 2.238 -2.374
H -2.963 3.282 -0.118
H -3.352 1.615 0.336
H -3.955 2.087 -1.218
*
```



Which is most stable? The ranking, best first, is entry 1, entry 2.



Entry 1
ORCA calculation (ωB97M-V with the def2-TZVPD basis set) on a cluster of 2 separate species, C4H11S2 in total.

Geometry as ORCA input:
```
! RIJCOSX wB97M-V def2-TZVPD def2/J DEFGRID3
* xyz -1 1
C -1.608 2.630 2.382
S -2.470 2.064 0.828
C -1.699 0.381 0.592
H -0.686 1.951 2.717
H -1.192 3.613 2.029
H -2.118 2.897 3.306
H -1.531 -0.014 1.644
H -0.703 0.450 0.202
H -2.387 -0.031 -0.096
C 2.025 -1.306 -2.353
C 1.534 -2.304 -1.318
S 1.125 -1.495 0.339
H 2.743 -0.565 -1.847
H 2.705 -1.768 -3.174
H 1.185 -0.706 -2.712
H 0.614 -2.841 -1.466
H 2.463 -2.956 -1.072
*
```



Entry 2
ORCA calculation (ωB97M-V with the def2-TZVPD basis set) on a cluster of 2 separate species, C4H11S2 in total.

Geometry as ORCA input:
```
! RIJCOSX wB97M-V def2-TZVPD def2/J DEFGRID3
* xyz -1 1
C 1.001 1.923 -1.065
S 1.987 1.000 -2.255
C 2.622 -0.390 -1.171
H 1.462 1.652 -0.004
H -0.066 1.562 -1.156
H 0.913 3.093 -1.095
H 1.680 -1.037 -1.166
H 3.369 -0.912 -1.723
H 3.028 -0.300 -0.248
C -2.614 -1.075 1.803
C -1.530 -0.627 0.710
S 0.226 -1.139 1.083
H -2.636 -0.357 2.604
H -2.537 -2.064 2.183
H -3.632 -0.947 1.309
H -1.476 0.540 0.477
H -1.798 -0.923 -0.287
*
```



Which is most stable? The ranking, best first, is entry 1, entry 2.



Entry 1
ORCA calculation (ωB97M-V with the def2-TZVPD basis set) on the molecule C4H2O2.

Geometry as ORCA input:
```
! RIJCOSX wB97M-V def2-TZVPD def2/J DEFGRID3
* xyz 0 1
O 0.300 0.732 0.849
C 0.646 1.647 0.003
C -0.137 -0.323 -1.234
O -0.215 -0.496 -2.367
C -0.168 -0.448 0.167
C -0.645 -1.647 0.449
H 0.971 2.492 0.644
H -0.751 -1.956 1.489
*
```



Entry 2
ORCA calculation (ωB97M-V with the def2-TZVPD basis set) on a cluster of 2 separate species, C4H2O2 in total.

Geometry as ORCA input:
```
! RIJCOSX wB97M-V def2-TZVPD def2/J DEFGRID3
* xyz 0 1
C -2.747 -0.015 0.188
C -3.710 -0.673 -0.387
C 0.548 0.653 0.032
C -1.754 0.703 0.753
O 0.784 -0.505 0.183
O -0.645 1.208 0.444
H 1.176 1.517 -0.162
H -2.232 1.479 2.532
*
```



Which is most stable? The ranking, best first, is entry 1, entry 2.



Entry 1
ORCA calculation (ωB97M-V with the def2-TZVPD basis set) on the molecule C4H2O2.

Geometry as ORCA input:
```
! RIJCOSX wB97M-V def2-TZVPD def2/J DEFGRID3
* xyz 0 1
O 1.519 0.135 2.301
C 1.616 0.099 1.103
C 0.552 -0.373 0.250
C -0.458 0.022 -0.299
C -1.636 -0.048 -1.095
O -2.510 0.733 -1.365
H 2.452 0.526 0.529
H -1.535 -1.094 -1.426
*
```

**SMILES string**: O=CC#CC=O



Entry 2
ORCA calculation (ωB97M-V with the def2-TZVPD basis set) on the molecule C4H2O2.

Geometry as ORCA input:
```
! RIJCOSX wB97M-V def2-TZVPD def2/J DEFGRID3
* xyz 0 1
C -0.826 -0.383 -0.438
C -1.076 0.426 0.575
C 1.996 -0.237 -0.388
C 0.318 0.189 0.223
O 1.291 -0.732 0.631
O 1.229 0.827 -0.629
H -1.190 -1.021 -1.204
H -1.743 0.931 1.229
*
```



Entry 3
ORCA calculation (ωB97M-V with the def2-TZVPD basis set) on the molecule C4H2O2.

Geometry as ORCA input:
```
! RIJCOSX wB97M-V def2-TZVPD def2/J DEFGRID3
* xyz 0 1
O -1.429 1.123 0.572
C -1.294 0.034 0.072
C 0.179 -1.785 -0.588
C 0.072 -0.538 -0.204
C 1.263 0.359 0.053
O 2.397 0.095 -0.242
H -2.156 -0.590 -0.211
H 0.967 1.301 0.548
*
```



Which is most stable? The ranking, best first, is entry 1, entry 3, entry 2.



Entry 1
ORCA calculation (ωB97M-V with the def2-TZVPD basis set) on the ion C4H4N3OS with charge -1.

Geometry as ORCA input:
```
! RIJCOSX wB97M-V def2-TZVPD def2/J DEFGRID3
* xyz -1 1
C 0.474 -1.055 -0.100
C -0.305 -0.084 0.437
C 0.035 1.351 -0.301
C -1.438 -0.275 1.373
N 1.026 1.365 -1.207
N 1.409 -0.944 -1.092
N 1.622 0.216 -1.640
O -0.592 2.353 0.003
S 2.792 0.261 -2.809
H 0.183 -2.127 0.119
H -1.195 0.052 2.376
H -1.668 -1.307 1.636
H -2.342 0.194 1.204
*
```

**SMILES string**: Cc1cn[n+]([S-])nc1[O-]



Entry 2
ORCA calculation (ωB97M-V with the def2-TZVPD basis set) on the ion C4H4N3OS with charge -1.

Geometry as ORCA input:
```
! RIJCOSX wB97M-V def2-TZVPD def2/J DEFGRID3
* xyz -1 1
C 1.766 0.674 0.290
C 1.049 -0.482 -0.028
C 1.676 -1.744 -0.082
C -0.453 -0.451 -0.167
N 3.843 -1.248 0.103
N 2.997 1.059 0.280
N 3.953 -0.010 0.070
O 1.537 -2.902 -0.197
S 5.438 0.552 -0.143
H 1.254 1.603 0.516
H -0.561 -0.294 -1.234
H -1.006 0.297 0.386
H -0.691 -1.453 -0.021
*
```



Which is most stable? The ranking, best first, is entry 1, entry 2.



Entry 1
ORCA calculation (ωB97M-V with the def2-TZVPD basis set) on a structure of composition C6H8LiO6Rb.

Geometry as ORCA input:
```
! RIJCOSX wB97M-V def2-TZVPD def2/J DEFGRID3
* xyz 0 1
O 0.576 0.453 1.230
O 1.462 -1.918 -0.711
C -0.166 -0.495 1.962
C 0.135 -1.943 1.606
O -0.429 -2.373 0.365
C 0.364 -2.510 -0.764
H -1.231 -0.233 1.848
H 0.075 -0.493 3.043
H -0.313 -2.581 2.380
H 1.225 -2.093 1.619
O 0.915 1.219 -1.118
C 0.261 0.874 -2.345
C -1.204 0.776 -1.929
O -1.262 1.548 -0.727
C -0.025 1.733 -0.230
H 0.462 1.674 -3.067
H 0.684 -0.066 -2.715
H -1.491 -0.256 -1.686
H -1.896 1.217 -2.652
O 0.256 2.797 0.348
Rb -0.221 2.909 3.578
Li 1.822 -0.240 -0.035
*
```



Entry 2
ORCA calculation (ωB97M-V with the def2-TZVPD basis set) on a structure of composition C6H8LiO6Rb.

Geometry as ORCA input:
```
! RIJCOSX wB97M-V def2-TZVPD def2/J DEFGRID3
* xyz 0 1
O 2.499 0.076 -0.818
C 1.774 -0.947 -0.312
C 2.722 1.210 0.011
O 1.496 -1.857 -1.117
O 1.430 -0.886 0.894
C 1.555 2.172 -0.079
H 3.621 1.709 -0.374
H 2.888 0.911 1.052
H 1.394 2.468 -1.124
H 1.777 3.052 0.537
O -1.522 0.589 0.258
C -0.594 1.200 -0.457
C -2.500 -0.200 -0.446
O 0.241 1.707 0.405
O -1.411 -2.110 0.523
C -2.641 -1.525 0.296
H -2.128 -0.356 -1.468
H -3.444 0.360 -0.470
H -3.323 -2.156 -0.309
H -3.186 -1.332 1.245
Rb -0.559 -1.349 2.263
Li -0.090 -2.737 -0.512
*
```



Which is most stable? The ranking, best first, is entry 2, entry 1.